(1)
The following is a quantum chemistry calculation of a 2-piece molecular cluster, C3H10N2 overall, from OMol25.

```
15
C3H10N2 ωB97M-V/def2-TZVPD
C 1.38733 1.47191 -0.98850
N 0.26226 1.89739 -1.34388
C -0.83866 1.00596 -1.72627
H 2.24924 2.14570 -0.71832
H 1.58354 0.38248 -1.16722
H -1.70010 1.40604 -1.23617
H -0.59318 -0.07038 -1.31931
H -1.17939 1.03332 -2.82464
C 0.11237 -2.41794 1.86846
N -0.79845 -1.28563 1.87292
H 0.97075 -2.09688 1.23707
H -0.37987 -3.23755 1.25219
H 0.40091 -2.59716 2.97719
H -0.37993 -0.42082 2.19729
H -1.18487 -1.18660 0.97652
```

Calculated values
HOMO-LUMO gap, eV: 9.8989
E_tot, Eh: -229.7314
HOMO energy, eV: -8.98
SMILES: C=NC.CN
Net charge: 0
Energy above the lowest of the compared OMol25 structures with the same formula, charge and spin, kJ/mol: 204.4

These are the Löwdin partial charges, in e, on atoms 1 to 2: -0.10 -0.12

***

(2)
The following is a quantum chemistry calculation of one molecule with the formula C3H10N2, from OMol25.

```
15
C3H10N2 ωB97M-V/def2-TZVPD
C 0.73302 -1.46489 -0.94935
C -0.38904 -0.52912 -0.49989
N -0.06946 0.11056 0.81017
C -1.14172 1.06698 1.02556
N 1.07883 0.89703 0.55961
H 0.85946 -2.25533 -0.24503
H 0.47345 -1.63231 -1.95705
H 1.63131 -0.77853 -0.85003
H -0.51556 0.20202 -1.32026
H -1.35078 -1.10095 -0.56042
H -1.02381 1.67758 1.96657
H -1.33861 1.64375 0.12785
H -2.04125 0.40470 1.36728
H 1.86740 0.50509 0.88690
H 1.22675 1.25345 -0.36192
```

Calculated values
HOMO-LUMO gap, eV: 10.4757
E_tot, Eh: -229.7303
HOMO energy, eV: -9.28
SMILES: CCN(C)N
Net charge: 0
Energy above the lowest of the compared OMol25 structures with the same formula, charge and spin, kJ/mol: 207.4

These are the Löwdin partial charges, in e, on atoms 1 to 2: -0.09 -0.30

***

(3)
The following is a quantum chemistry calculation of one molecule with the formula C3H10N2, from OMol25.

```
15
C3H10N2 ωB97M-V/def2-TZVPD
C 2.34488 0.44350 0.09716
N 1.05251 0.41892 -0.58842
C 0.00234 0.14237 0.30109
C -1.15170 -0.38778 -0.44492
N -2.23219 -0.50830 0.57376
H 2.41691 -0.45954 0.79523
H 3.16183 0.29273 -0.63710
H 2.65569 1.42501 0.53968
H 1.08774 -0.40508 -1.13777
H 0.16368 -0.72029 1.07328
H -0.35142 0.96297 1.01092
H -0.85579 -1.31749 -0.88826
H -1.41968 0.23525 -1.26560
H -3.01286 -1.03758 0.11460
H -2.76145 0.46106 0.77768
```

Calculated values
HOMO-LUMO gap, eV: 10.2392
E_tot, Eh: -229.7569
HOMO energy, eV: -9.12
SMILES: CNCCN
Net charge: 0
Energy above the lowest of the compared OMol25 structures with the same formula, charge and spin, kJ/mol: 137.5

These are the Löwdin partial charges, in e, on atoms 1 to 2: -0.14 -0.13

***

(4)
The following is a quantum chemistry calculation of C3H10N2 as an isolated structure, from OMol25.

```
15
C3H10N2 ωB97M-V/def2-TZVPD
N 1.68299 1.53202 -0.46107
C 0.61032 0.54294 -0.61328
C -0.08671 0.40111 0.74650
C -0.97818 -0.81074 0.86602
N -0.34855 -1.95164 0.93488
H 2.57041 1.08964 -0.66653
H 1.59517 2.29857 -1.11383
H -0.12245 0.87413 -1.35787
H 0.91913 -0.45529 -0.93358
H -0.54750 1.33927 1.04764
H 0.75293 0.23465 1.42572
H -1.87395 -0.65084 1.48689
H -1.58087 -0.92103 -0.47421
H -1.98690 -0.86539 -1.14492
H -0.60583 -2.65741 0.25763
```

Calculated values
HOMO-LUMO gap, eV: 7.9052
E_tot, Eh: -229.6481
HOMO energy, eV: -8.10
Net charge: 0
Energy above the lowest of the compared OMol25 structures with the same formula, charge and spin, kJ/mol: 423.1

These are the Löwdin partial charges, in e, on atoms 1 to 2: -0.01 -0.30

***

(5)
The following is a quantum chemistry calculation of a 2-piece molecular cluster, C3H10N2 overall, from OMol25.

```
15
C3H10N2 ωB97M-V/def2-TZVPD
C -2.39761 -0.83228 -0.42765
N -2.65150 -0.01417 0.49677
H -2.66424 -0.60034 -1.45784
H -1.97895 -1.82390 -0.24098
H -2.37828 -0.40667 1.39601
C 1.12228 0.78909 1.10095
C 1.65188 0.36017 -0.24814
N 0.66596 -0.28749 -1.09837
H 0.71247 1.80228 1.15341
H 1.94155 0.85999 1.82124
H 0.39695 0.12542 1.56705
H 2.47461 -0.34376 -0.11987
H 2.11529 1.21041 -0.76272
H 0.97134 -1.11579 -1.56221
H 0.01825 0.27703 -1.61765
```

Calculated values
HOMO-LUMO gap, eV: 9.9975
E_tot, Eh: -229.7618
HOMO energy, eV: -8.89
SMILES: C=N.CCN
Net charge: 0
Energy above the lowest of the compared OMol25 structures with the same formula, charge and spin, kJ/mol: 124.7

These are the Löwdin partial charges, in e, on atoms 1 to 2: -0.18 0.01

***

(6)
The following is a quantum chemistry calculation of C3H10N2 as an isolated structure, from OMol25.

```
15
C3H10N2 ωB97M-V/def2-TZVPD
C 2.41816 0.23276 -0.91692
C 2.22693 0.25192 0.45141
N -0.76694 -0.54971 -0.21681
C -1.83829 -0.21557 0.65046
N -3.04262 -0.09916 -0.18860
H 1.86430 0.92250 -1.55459
H 3.31920 -0.14536 -1.40035
H 1.46399 -0.45990 -0.38879
H 2.96332 -0.17322 1.13098
H 1.73911 1.15808 0.79374
H -0.24583 -1.34503 0.16821
H -2.07340 -0.98257 1.40236
H -1.64550 0.71258 1.22740
H -2.73865 -0.00160 -1.15261
H -3.64378 0.69429 -0.00588
```

Calculated values
HOMO-LUMO gap (spin up / spin down), eV: 6.2790 / 6.2863
E_tot, Eh: -229.3460
HOMO energy (spin up / spin down), eV: -12.61 / -12.67
Net charge: +1
Energy above the lowest of the compared OMol25 structures with the same formula, charge and spin, kJ/mol: 386.7
2S+1: 2

These are the Löwdin partial charges, in e, on atoms 1 to 2: 0.08 0.09

***

(7)
The following is a quantum chemistry calculation of a 2-piece molecular cluster, C3H10N2 overall, from OMol25.

```
15
C3H10N2 ωB97M-V/def2-TZVPD
C -2.15214 -0.54423 -0.60610
N -2.28289 0.67980 0.21851
H -2.90905 -0.54077 -1.44885
H -1.18751 -0.65291 -1.05725
H -2.34537 -1.42354 -0.06401
H -1.38216 0.71982 0.79224
H -2.22133 1.47678 -0.44937
C 1.88963 0.16306 -0.68631
C 1.72894 0.00240 1.65504
N 1.73804 0.79453 0.65373
H 1.06798 0.58640 -1.21698
H 2.76037 0.38576 -1.24299
H 1.71614 -0.92820 -0.73640
H 2.68271 -0.53328 1.85197
H 0.89664 -0.18562 2.33676
```

Calculated values
HOMO-LUMO gap (spin up / spin down), eV: 5.9363 / 4.5074
E_tot, Eh: -229.3763
HOMO energy (spin up / spin down), eV: -12.96 / -12.90
Net charge: +1
Energy above the lowest of the compared OMol25 structures with the same formula, charge and spin, kJ/mol: 307.1
2S+1: 2

These are the Löwdin partial charges, in e, on atoms 1 to 2: -0.20 -0.07

***

(8)
The following is a quantum chemistry calculation of a 2-piece molecular cluster, C3H10N2O overall, from OMol25.

```
16
C3H10N2O ωB97M-V/def2-TZVPD
C -0.97179 0.57348 -2.13120
N -1.36176 0.04640 -0.80975
C -0.60271 0.44343 0.28194
N 0.15073 -1.12044 0.73215
H -1.84108 0.63827 -2.78268
H -0.12693 -0.00686 -2.50997
H -0.62826 1.60090 -1.98589
H -1.50769 -0.94706 -0.86762
H 0.30276 1.04814 0.16245
H -1.15112 0.60146 1.20332
H 0.64056 -1.15091 -0.15685
H 0.50514 -1.87001 1.30826
C 1.56349 -0.03675 1.81159
O 2.05393 0.90867 1.18311
H 0.77043 0.19078 2.54569
H 2.20429 -0.91950 2.01545
```

Calculated values
HOMO-LUMO gap, eV: 9.8331
E_tot, Eh: -304.9087
HOMO energy, eV: -8.87
SMILES: CNCN.C=O
Net charge: 0
Energy above the lowest of the compared OMol25 structures with the same formula, charge and spin, kJ/mol: 435.8

These are the Löwdin partial charges, in e, on atoms 1 to 2: -0.09 -0.13

***

(9)
The following is a quantum chemistry calculation of a 3-piece molecular cluster, C3H10N2O overall, from OMol25.

```
16
C3H10N2O ωB97M-V/def2-TZVPD
C 2.82585 -0.16609 -0.62494
N 3.38072 0.93278 -0.91077
C 3.53585 1.20309 -2.33876
H 2.71745 -1.00965 -1.32711
H 2.34787 -0.25933 0.35514
H 3.84470 0.30598 -2.89179
H 4.25698 1.99867 -2.54616
H 2.56515 1.62648 -2.58964
C -2.15316 -1.65922 4.66918
O -1.30520 -2.47670 4.46288
H -2.00569 -0.56314 4.54243
H -3.22262 -1.90227 4.81292
N -5.00268 1.65637 -3.94680
H -4.56116 0.75706 -3.96058
H -5.02919 2.02442 -4.89154
H -4.62064 2.46876 -3.48944
```

Calculated values
HOMO-LUMO gap, eV: 10.4736
E_tot, Eh: -304.9613
HOMO energy, eV: -9.63
SMILES: C=NC.C=O.N
Net charge: 0
Energy above the lowest of the compared OMol25 structures with the same formula, charge and spin, kJ/mol: 297.5

These are the Löwdin partial charges, in e, on atoms 1 to 2: -0.10 -0.10

***

(10)
The following is a quantum chemistry calculation of a 2-piece molecular cluster, C3H10N2O overall, from OMol25.

```
16
C3H10N2O ωB97M-V/def2-TZVPD
C -0.19664 0.71211 2.85884
C -0.90406 -0.07889 1.79900
O -0.46837 -1.14510 1.44047
H 0.32333 -0.01490 3.48463
H 0.53272 1.39525 2.42321
H -0.78243 1.23210 3.62011
H -1.78482 0.34321 1.28571
N -0.52500 -0.02342 -2.77516
C 0.56821 -0.76388 -2.16521
N 1.11371 -0.29657 -0.90480
H -0.24688 0.91483 -3.03312
H -1.27247 0.04634 -2.09256
H 1.42448 -0.77438 -2.84133
H 0.26361 -1.79390 -2.07739
H 0.63208 -0.44510 -0.02693
H 1.32253 0.69230 -0.99547
```

Calculated values
HOMO-LUMO gap, eV: 9.4938
E_tot, Eh: -305.0182
HOMO energy, eV: -8.66
SMILES: CC=O.NCN
Net charge: 0
Energy above the lowest of the compared OMol25 structures with the same formula, charge and spin, kJ/mol: 148.1

These are the Löwdin partial charges, in e, on atoms 1 to 2: -0.05 -0.31